Entry 1:
{"formula": "C33H54BNO5", "method": "ωB97M-V/def2-TZVPD", "symbols": ["N", "C", "H", "C", "C", "H", "O", "C", "O", "H", "H", "H", "C", "H", "H", "H", "C", "H", "H", "C", "C", "H", "O", "C", "H", "C", "C", "C", "C", "H", "H", "C", "H", "C", "C", "H", "H", "H", "C", "H", "H", "C", "C", "C", "H", "H", "H", "O", "H", "C", "H", "C", "H", "C", "C", "H", "C", "H", "H", "H", "H", "O", "H", "H", "H", "C", "C", "H", "C", "H", "H", "H", "H", "H", "C", "H", "H", "H", "H", "H", "H", "C", "B", "H", "C", "H", "H", "H", "C", "C", "H", "H", "H", "H"], "coordinates": [[-0.96659, 5.41278, -3.53864], [-4.22125, 2.04945, 1.99172], [1.53013, -1.44739, 2.29988], [-0.45177, 7.67810, 4.66595], [-2.20330, 5.81316, 3.19723], [2.45725, 1.11228, 0.93314], [1.17703, 5.69114, -2.32645], [2.39286, 1.88683, 0.03808], [-1.01469, 8.08837, -3.52240], [-5.07481, 4.82191, -1.21629], [2.74063, -1.34356, 0.14864], [2.68479, -7.64796, -2.15207], [-3.92595, 5.26795, 0.96023], [-0.99548, 6.69293, -6.58889], [0.10135, -7.64474, -2.07654], [-6.80732, 3.61881, 2.60439], [-1.85384, 6.75809, -5.76541], [1.81906, 4.87399, 0.06395], [2.08491, 5.13778, 1.90713], [-1.19482, 5.47579, -0.99005], [1.50055, -2.30818, 1.62139], [2.02980, -9.73138, -3.26819], [-2.02943, 8.09540, 4.86764], [-0.14317, 5.52995, -2.23781], [-7.08045, 4.16485, 0.80892], [-1.04265, 5.68166, 0.62607], [0.14797, -8.55711, -1.47351], [2.89568, -3.45238, -0.22946], [-2.37889, 4.97096, -3.18872], [-2.55590, 5.82812, -5.98509], [-5.24557, 2.60918, -0.08885], [-5.29355, 5.19139, 1.85871], [0.16147, 8.42549, 4.01091], [0.70378, 3.39987, 1.39538], [-6.24794, 3.89321, 1.59467], [-0.65418, -2.25563, 1.50628], [-5.93790, 6.15113, 1.55769], [2.08563, -3.42698, -0.96748], [-1.69068, 7.50057, 3.46135], [3.82442, -3.31869, -0.80121], [0.04540, -9.41761, -2.14083], [2.91586, -4.83326, 0.43003], [2.69235, -8.57562, -1.56621], [-2.40898, 5.59162, 1.58671], [-0.71002, -8.56003, -0.79443], [4.06301, -4.31788, 2.20800], [2.97220, -5.59469, -0.35660], [-3.35850, 4.43869, -3.92184], [0.82760, 3.19741, -0.97952], [1.44472, -8.61258, -0.67932], [-6.30087, 1.66097, 1.14954], [-4.05322, 5.05336, -0.69470], [1.92312, -11.32112, -1.33397], [0.20380, -2.25270, 0.82720], [1.23923, 4.91160, 1.09439], [2.91637, -11.89910, -2.65731], [2.83984, -9.75678, -2.53017], [4.01850, -12.33986, -0.50423], [3.63240, -2.20949, 1.37998], [3.76858, -9.62309, -3.10192], [5.04150, -4.89714, 0.84432], [0.25997, 5.99001, 1.21583], [3.20841, 2.71985, 0.29523], [4.07433, -6.03545, 1.79647], [1.50564, -3.19951, 2.25650], [-2.68413, 5.14819, -1.59018], [2.86002, -11.13766, -1.87067], [1.47947, 2.89633, 2.15179], [4.03656, -11.33057, -0.92621], [1.47429, -7.75179, -0.00082], [0.06771, 1.66389, -0.11408], [-0.22482, 6.55278, 4.88094], [-3.17500, 5.73680, 3.84385], [1.97896, -5.01671, 0.96673], [-2.91815, 1.71978, 2.43804], [4.98567, -11.20155, -1.45638], [4.00717, -10.62229, -0.09271], [-5.13602, 5.27444, 3.01992], [2.69470, 1.34883, -0.95556], [-0.34060, 3.31550, 1.91083], [-1.33931, 5.15607, 3.63291], [0.84897, 2.52741, -0.00412], [-1.25463, 6.77437, -4.21568], [-2.53064, 7.71505, -5.97962], [2.74818, -2.27121, 0.73450], [0.15719, -1.34034, 0.22417], [-1.99180, 1.09825, 2.86304], [1.44981, -9.50391, -0.04420], [4.09239, -5.02617, 1.37450], [-5.49787, 2.54129, 1.06926], [-1.91251, 8.29943, -3.08646], [-1.64183, 8.25615, 2.46161], [0.10124, -3.11321, 0.15987], [3.57656, -8.51389, -0.92073]], "atomic_forces_ev_per_a": [[-1.8441, 1.0570, 2.2015], [8.5438, -1.7420, 1.5227], [0.0452, -0.0930, -0.0105], [-4.5920, -0.7801, -4.9310], [0.3562, 2.4248, -0.4436], [-0.1642, 1.4720, -1.8979], [-8.4401, -1.0788, 0.9220], [-0.0924, -0.0528, 0.6300], [-2.4587, -3.0143, -0.3675], [2.2559, 0.5301, 1.1338], [-0.0241, -0.0701, 0.0527], [-0.0232, -0.0598, 0.0457], [3.1628, 0.2330, -2.6733], [-1.6847, 0.3053, 1.8970], [-0.0125, -0.0996, 0.0090], [1.2412, 0.7067, -2.1235], [-0.9168, -0.1260, -0.6885], [-1.5757, 0.4948, 1.8442], [-2.0763, -0.0851, -1.7163], [-3.0949, -0.4315, 1.8948], [0.0842, 0.1393, -0.0980], [0.0607, 0.0335, 0.0598], [4.1139, -2.1234, -3.8057], [3.7144, 0.9969, -0.1941], [1.6941, -0.6216, 1.4731], [-2.1533, -0.4961, -1.7089], [-0.1605, -0.0660, 0.0963], [-0.0727, -0.0106, -0.1248], [-5.1158, -2.6879, -0.3083], [1.5799, 1.7814, 0.6470], [0.0159, -0.1050, 2.7047], [-0.2979, 0.8189, -0.2440], [-0.7333, -1.1907, 2.4276], [0.8127, -0.6956, -0.3512], [-0.1894, -0.4684, 0.1108], [0.0096, 0.0112, -0.1382], [1.4884, -2.0208, 0.6643], [0.0591, 0.0326, 0.0557], [1.1263, -0.2480, 2.3335], [-0.1089, -0.0347, 0.0789], [-0.0146, 0.0985, 0.0319], [0.0562, 0.0508, -0.1432], [0.0930, -0.0074, 0.1586], [-0.3416, -0.6201, -2.2910], [0.0234, 0.0193, -0.1392], [0.0446, -0.0709, -0.0786], [-0.0643, 0.0639, 0.0457], [6.3726, 3.4171, 3.4031], [-0.2837, -1.2205, 2.1869], [0.0810, 0.1538, -0.0756], [1.8455, 1.8731, -0.0751], [4.0831, 0.6553, 1.4749], [0.0289, 0.0451, -0.0550], [-0.1558, -0.0594, 0.1023], [2.0989, -1.4402, 0.7690], [-0.0666, 0.0814, 0.0578], [-0.0655, -0.0044, -0.1334], [0.0879, 0.1098, 0.0016], [-0.0419, -0.0189, -0.0896], [-0.1072, -0.0358, 0.0777], [-0.0681, 0.0201, 0.0826], [-2.9397, -1.6550, -1.2900], [-1.8872, -1.6654, -0.7395], [0.0866, 0.1004, 0.0023], [0.0509, 0.0293, -0.0246], [2.0072, 0.7987, 2.7021], [0.0480, 0.0467, -0.1373], [-1.7341, 1.1516, -1.5493], [-0.0024, -0.1390, 0.1503], [0.0440, -0.1011, -0.0206], [1.4538, 1.6652, 0.3099], [-0.1319, 2.7240, 0.2272], [1.8520, -0.1873, -1.5512], [0.0157, 0.0411, -0.0481], [-8.6981, 1.1917, -2.9073], [-0.0670, 0.0215, 0.0847], [0.0445, -0.0699, -0.0802], [0.2273, -0.1542, -2.4855], [-0.6216, 1.0553, 1.8698], [1.7672, 0.4647, -1.1978], [-1.7755, 1.1381, -1.0242], [1.3431, -0.2471, -0.0213], [0.3564, 1.6049, -0.8867], [1.7034, -1.9215, 0.4213], [0.1051, 0.0029, 0.1381], [-0.0099, -0.0901, -0.0050], [-2.7375, 1.8169, -1.0426], [0.0541, 0.0244, -0.0304], [-0.0052, -0.1422, 0.1447], [-0.2438, -0.9981, 0.4929], [2.0438, -0.2380, -0.8638], [-0.4343, -2.1025, 3.1206], [-0.0173, 0.1031, 0.0342], [-0.0360, -0.0154, -0.0838]], "max_force_ev_per_a": 9.25, "lumo_ev": -1.6, "e_tot_ha": -1744.863753, "orbital_gap_ev": 7.42, "de_lowest_kj_mol": 1467.6, "smiles": "C#CCCCc1cc2c(c(OCCCC)c1C[C@@H]1CO1)C(=O)N(B(C)O)C2=O.CCCCCC.CCCCCC", "charge": 0}

Entry 2:
{"formula": "C33H54MnN4O4S4Si2", "method": "ωB97M-V/def2-TZVPD", "symbols": ["H", "C", "S", "H", "S", "H", "C", "C", "H", "H", "H", "H", "H", "H", "C", "H", "S", "H", "H", "H", "H", "H", "N", "H", "H", "H", "H", "C", "H", "H", "C", "C", "C", "C", "S", "H", "H", "H", "Mn", "N", "C", "C", "H", "H", "H", "C", "H", "H", "O", "C", "H", "C", "C", "N", "H", "H", "H", "O", "C", "C", "H", "C", "C", "N", "H", "C", "C", "C", "C", "Si", "C", "C", "C", "H", "H", "C", "C", "O", "C", "H", "H", "H", "C", "H", "H", "Si", "H", "C", "H", "C", "H", "H", "H", "H", "C", "H", "H", "O", "H", "H", "H", "H"], "coordinates": [[-4.63035, -3.35426, 1.73809], [0.59758, -2.35858, -4.90926], [-4.29373, -1.56042, 0.29026], [-2.50935, -5.72209, 1.01464], [-2.72371, -1.62935, 3.35698], [-1.38176, 0.15865, 3.98982], [1.91700, -0.89809, 2.83912], [4.69070, 2.63762, -0.71584], [-4.25866, 2.19293, 0.42703], [-0.14990, 5.33206, -2.62750], [-6.04580, -2.31906, 1.75345], [-1.99859, -6.78704, -1.23533], [-1.39837, 2.85019, -1.24944], [0.66088, 3.17842, 4.02483], [0.49571, 4.68511, -2.03491], [2.06366, 0.07521, 2.38472], [-2.31580, 1.05873, 1.25488], [2.63761, 4.03855, 1.57968], [0.17675, 3.74240, -4.57349], [-1.60603, 3.86482, 2.10230], [1.60723, 5.39204, 1.09327], [-0.71656, 5.04882, 3.08091], [-1.00578, -6.72329, -3.74970], [-4.92480, -0.70288, 3.24489], [1.60104, -3.87924, 3.30474], [2.87450, -1.24428, 3.23070], [0.22807, 4.78701, -0.98829], [2.78543, -2.79351, 0.58890], [-1.79141, -3.40239, 1.41807], [0.79585, -2.68642, -5.91933], [0.70446, 2.69193, 3.05101], [0.60596, -0.69432, -3.18666], [-0.74005, -3.66316, -1.69002], [-4.52361, -1.70832, 3.13448], [-0.52868, -6.78228, -5.29732], [-3.45791, 1.19319, -0.77009], [1.66148, 2.18307, 2.95927], [0.81625, 0.30250, -2.81845], [-0.14092, -1.27251, -0.16400], [-0.98566, -3.10767, -0.44771], [0.53579, 3.70668, 1.92667], [0.34126, 3.23510, -2.47699], [4.16492, 0.07688, 1.54805], [0.62419, 2.06188, -4.27398], [-4.06406, 1.15183, 2.89148], [-3.82132, 1.20542, 0.25915], [-0.08976, 1.94616, 2.99112], [-2.69876, 2.14065, 3.36592], [2.72372, 1.94171, 0.41534], [-1.72158, -5.76655, -1.01436], [-5.66906, 0.30769, -0.31705], [-0.22634, -4.63816, -4.29759], [0.76752, -3.67960, 2.62870], [-0.03188, -5.24779, -5.45925], [5.62719, 2.31574, -1.16971], [3.55879, -2.03467, 0.50288], [-0.84628, 5.25586, 1.32885], [1.22000, 2.40224, -1.72670], [-2.46653, 0.08468, 3.88035], [-4.95385, -2.31489, 1.80222], [3.31579, 0.81837, -2.06397], [-2.97604, 1.17152, 2.94459], [0.76624, 3.08603, -3.93496], [0.11970, -1.54587, -2.28454], [1.92326, 5.10107, 2.80562], [-4.90175, 0.14446, 0.44319], [0.85596, -1.04585, -4.50144], [0.08328, -3.25413, -4.00010], [-1.09618, 2.75751, -2.29129], [1.19419, 1.91143, -0.15317], [3.95374, 1.45364, -0.09789], [-0.73869, 4.52294, 2.12818], [-0.17391, -2.81969, -2.67260], [4.91043, 3.38661, 0.04278], [4.06726, 3.09259, -1.48280], [-0.79036, -5.49264, -3.30733], [-1.61091, -3.87901, 0.46600], [0.36027, 3.02630, 0.69674], [4.72426, 0.89019, 1.09049], [1.25817, -0.31284, -5.18405], [-4.95168, -2.30815, 3.94048], [-1.77518, 3.34338, -2.91081], [-2.00096, -5.17352, 0.23703], [4.87381, 1.66571, 1.83975], [1.81697, 3.34601, -4.04457], [1.28696, -2.17470, 1.59974], [2.98080, -0.35868, -0.78385], [3.70606, 0.37648, -1.14972], [-0.11858, -3.52750, 3.23653], [1.75455, 4.61831, 1.84365], [5.69722, 0.51386, 0.77812], [4.63468, -0.14212, -1.38710], [0.61912, -4.56455, 2.01404], [2.52639, -3.11217, -0.42146], [-1.09263, -5.01103, -1.96876], [1.52783, 5.00799, -2.16652], [3.21015, -3.65529, 1.10396], [0.52961, 0.46305, -0.07022], [-1.17600, 1.71061, -2.58546], [1.23344, -0.78720, 3.67977], [-5.39116, 0.25438, 1.40986], [-2.90280, 0.22759, 4.87231]], "atomic_forces_ev_per_a": [[0.0296, -0.0417, -0.0126], [0.0164, 0.0505, 0.1036], [-0.0227, 0.0232, 0.0662], [-0.0235, -0.0196, 0.0484], [0.0276, -0.0574, 0.0077], [-0.0240, 0.0011, 0.0031], [-0.2025, -0.1422, -0.1629], [0.0051, -0.1215, 0.0215], [-0.0201, -0.0153, -0.0451], [-0.0381, 0.0555, -0.0606], [0.0316, -0.0226, 0.0126], [-0.0122, -0.0371, 0.0017], [-0.0194, 0.0398, 0.1267], [0.0147, 0.0361, 0.0690], [-0.0017, -0.0498, -0.0433], [0.0192, 0.1315, -0.0971], [-0.0688, -0.0519, 0.0167], [-0.0060, 0.0023, 0.0312], [-0.0436, 0.0426, -0.0522], [-0.0412, -0.0614, -0.0028], [-0.0369, 0.0648, -0.1064], [0.0168, 0.0673, 0.0870], [-0.0418, 0.0326, 0.1370], [-0.0129, 0.0269, 0.0157], [0.0818, -0.0303, 0.0671], [0.0852, -0.0435, 0.0814], [-0.0335, 0.0199, 0.1149], [-0.2729, 0.0840, 0.0647], [-0.0407, 0.0209, 0.0758], [0.0082, -0.0063, -0.0725], [-0.0449, 0.0101, -0.0313], [0.1543, 0.0469, -0.1787], [-0.0362, -0.0791, -0.0487], [0.0821, -0.0052, 0.0248], [0.0055, 0.4576, 0.4034], [0.0517, -0.0102, 0.0012], [0.0771, -0.0520, -0.0039], [0.0499, 0.0363, 0.0353], [-0.2861, 0.4244, -0.1739], [-0.0153, 0.0960, -0.0409], [-0.0465, 0.0849, 0.1122], [-0.0626, -0.0212, -0.0807], [0.0028, -0.0569, 0.0057], [-0.0122, -0.0962, -0.0260], [-0.0111, 0.0256, 0.0022], [0.0275, 0.0509, 0.0911], [-0.0273, -0.0268, 0.0065], [-0.0033, 0.0023, -0.0014], [-0.1796, 0.0842, 0.2847], [0.0043, 0.0687, 0.0712], [-0.0003, 0.0073, 0.0520], [0.0100, -0.3247, -0.3331], [0.0492, 0.2327, -0.2259], [0.0260, 0.1527, 0.0295], [0.0856, -0.0173, -0.0288], [0.0658, 0.0805, 0.0127], [0.0050, 0.0260, -0.0447], [0.2522, -0.0362, 0.0593], [0.0036, -0.1068, 0.0366], [-0.0240, 0.0650, -0.0949], [-0.0837, 0.0445, -0.0840], [-0.0692, 0.0042, -0.1440], [-0.0871, 0.0623, 0.1000], [-0.0082, -0.1321, 0.0822], [0.0257, 0.0736, 0.0728], [-0.0212, -0.0784, -0.0730], [-0.0382, 0.0397, 0.1066], [-0.0012, 0.0921, 0.0250], [0.0464, 0.0097, -0.0792], [-0.1669, 0.0519, -0.1092], [0.1497, -0.0504, -0.1436], [0.0998, -0.0467, 0.0008], [-0.0194, -0.0790, -0.0966], [0.0081, 0.0579, 0.0746], [-0.0527, 0.0287, -0.0798], [0.0063, -0.3661, -0.2679], [-0.0681, -0.2203, 0.0462], [-0.0263, -0.0613, -0.3197], [-0.0252, -0.0010, -0.1327], [0.0192, 0.0171, -0.0283], [-0.0007, 0.0237, -0.0258], [-0.0561, 0.0360, -0.0191], [0.0622, 0.1758, -0.0038], [-0.0030, 0.0664, 0.0572], [0.0939, 0.0242, 0.0056], [0.6722, -0.4167, 0.3752], [0.1476, 0.1264, -0.0559], [-0.0257, -0.1560, 0.0978], [-0.1881, 0.0711, 0.0909], [0.0033, -0.0337, 0.1033], [0.0833, -0.0138, -0.0256], [0.0499, -0.0306, -0.0366], [-0.0399, -0.0881, -0.0823], [-0.0528, -0.0411, -0.0670], [-0.0078, 0.0341, 0.0370], [0.0718, 0.0151, -0.0068], [0.0708, -0.0854, 0.0566], [-0.0594, -0.2245, 0.0845], [-0.0340, -0.0765, -0.0210], [-0.0972, 0.0221, 0.0823], [0.0052, -0.0198, 0.0255], [0.0401, 0.0271, -0.0336]], "max_force_ev_per_a": 0.88, "lumo_ev": [-0.3, -0.3], "spin_multiplicity": 6, "e_tot_ha": -5132.875953, "orbital_gap_ev": [5.03, 7.81], "de_lowest_kj_mol": 11.3, "charge": 0, "s2": 8.99}